ORCA calculation (wB97M-V/def2-TZVPD) on a structure of composition C34H34N3PS2Tl in a non-equilibrium geometry.

Geometry as XYZ:
```
75
Properties=species:S:1:pos:R:3:forces:R:3
C -2.7129 -3.4013 -0.4636 -0.1192 0.0911 -0.0670
H -2.3843 3.2173 0.1283 -0.0615 -0.0091 0.0366
C -4.0817 -3.5912 -0.4515 0.0387 -0.1248 -0.0241
H 2.1488 5.3547 -4.7290 0.1108 0.0567 -0.1067
N -2.4890 0.3014 -0.7794 -0.3335 0.2726 -0.0464
H 4.6457 0.1743 4.1473 0.1315 -0.0295 0.0528
H -1.4389 2.8899 1.9443 0.0129 -0.0539 0.0868
C -0.5153 -3.1723 2.0223 0.0172 0.0017 -0.1748
C 1.4247 1.0765 3.7640 -0.1279 0.0493 0.0607
H -0.5008 -0.4678 2.3862 -0.0662 0.0326 0.0145
H 2.1466 6.6041 -2.5933 0.0621 0.0921 0.0082
H 1.7035 -5.7386 -2.7991 0.0460 -0.0873 -0.0127
C 0.0399 -2.2836 -3.1727 0.0273 -0.0458 0.1507
C -4.9301 -2.4946 -0.4770 0.1053 0.0490 0.0099
C 1.0182 3.7288 -3.9433 -0.0970 0.1086 0.0970
H -3.1462 0.9958 -0.4309 0.0544 -0.0380 -0.0963
C 3.6874 0.5940 2.2896 -0.0553 0.0415 0.0578
H 1.0090 5.7062 -0.6456 0.0181 -0.0110 0.1236
C -1.7929 3.7121 -0.6397 -0.2091 -0.0314 -0.0262
H -1.3000 0.8242 3.2977 0.0024 -0.0018 -0.0194
C 0.4873 -2.9573 -4.2924 -0.0103 0.0073 -0.0919
C 0.0875 -3.6651 3.1680 -0.0341 -0.0130 0.0884
C 2.5172 0.9844 1.6326 -0.1839 0.0309 -0.1699
H 0.9160 -4.5487 -0.7962 0.0307 -0.0233 0.0638
C 2.5954 0.7358 4.4090 -0.0624 -0.0026 0.0105
H 1.4652 -4.7139 -5.0268 0.0064 -0.0523 -0.0883
C 1.6549 5.6470 -2.6654 0.0326 0.0119 -0.0451
P -0.3817 -1.8767 -0.4963 -0.0476 0.1627 -0.1156
H 2.2683 -2.2017 0.3466 0.1260 0.0326 -0.0002
Tl 0.1974 0.8562 -0.7349 0.7407 0.0780 -0.2633
C 0.2778 -2.6620 0.9997 -0.0675 0.2297 -0.1554
S -0.5285 1.7044 -3.0662 0.2263 -0.6726 0.6607
H -0.5235 -4.0673 3.9618 -0.0528 -0.0318 0.0705
H 2.6111 0.6698 5.4844 0.0260 -0.0252 0.1384
C -0.3488 2.8503 1.9292 -0.0010 0.3918 -0.4146
C 0.3440 3.2165 -2.8410 -0.1709 -0.1250 0.1001
H -2.0461 -4.2524 -0.4515 0.0419 -0.0726 0.0335
C 1.2372 -4.7708 -2.9026 0.0422 -0.0784 -0.0379
C 1.4663 -3.6423 3.2994 -0.0309 -0.0085 0.0029
H 1.9249 -4.0226 4.1983 0.0596 -0.0621 0.0949
C 0.7937 -4.1043 -1.7736 -0.0687 0.1193 0.0342
C -3.0376 -1.0104 -0.6140 0.0157 -0.3535 0.1904
H 0.3760 -2.5129 -5.2695 -0.0134 0.0417 -0.0827
C 2.2574 -3.1279 2.2831 0.0516 0.0091 0.0361
C 3.7301 0.4699 3.6610 0.0253 0.0114 0.0213
H -2.3764 0.5001 -1.7754 -0.0143 0.1302 0.1415
C 1.6658 -2.6241 1.1414 -0.1113 0.0140 -0.1280
H 4.5677 0.3961 1.6963 0.0761 0.0149 -0.0445
C 0.1989 -2.8557 -1.9120 0.0587 0.2899 0.2202
H 0.0186 3.2468 2.8837 -0.1106 -0.0907 -0.0765
N -0.3760 3.3734 -0.4964 0.2128 -0.0516 -0.0413
S 2.6718 1.2479 -0.0978 -0.9312 -0.2255 -0.5520
C -0.9446 0.5242 2.3080 -0.1493 -0.1893 0.1229
H -2.1316 3.3779 -1.6183 -0.0564 -0.0072 0.0248
C 0.1743 3.7526 0.8055 0.0397 -0.1041 0.2783
H -0.4237 -1.3090 -3.2668 0.0223 0.0685 -0.0962
H -5.0819 -0.3692 -0.6091 -0.0324 0.1034 -0.0458
C 1.0110 5.1284 -1.5572 -0.0557 0.0177 0.1310
H 0.5431 1.2665 4.3579 -0.1131 -0.0030 0.0695
H -4.4863 -4.5912 -0.4373 -0.0415 -0.0872 0.0545
C -4.4110 -1.2154 -0.5616 -0.0406 0.0304 0.0105
H 1.2630 3.6596 0.7480 -0.0972 0.0792 0.0024
H -1.5916 -3.1875 1.9226 -0.0509 -0.0022 0.0324
H 3.3318 -3.1184 2.3844 0.0909 0.0456 0.0113
C 1.6572 4.9483 -3.8608 0.0497 0.0594 -0.0134
H -5.9988 -2.6353 -0.4564 -0.1252 -0.0207 0.0084
H 1.0033 3.1642 -4.8634 0.0553 -0.0122 -0.0698
C 1.3506 1.1875 2.3795 0.5345 -0.1766 0.0610
N 0.0623 1.4472 1.7667 0.0627 -0.1599 -0.1324
C 1.0949 -4.1965 -4.1553 0.0020 -0.0301 0.0165
H -0.0844 4.7895 1.0551 0.0651 -0.0493 0.0237
H -1.9465 4.7934 -0.5665 0.0163 0.0112 0.0453
H -1.7937 0.4728 1.6305 -0.1168 0.0533 -0.0049
C -2.1840 -2.1132 -0.5186 0.3173 0.2414 0.0468
C 0.3438 3.9120 -1.6228 0.2048 0.0825 -0.3020
```
Positions in Å, forces in eV/Å.

Output
Maximum force in eV/A: 1.11
Total charge: +1
Molecular weight in g/mol: 784.16
Multiplicity: 1
LUMO level in eV: -3.45
E_tot in eV: -75928.65607

=====

ORCA calculation (wB97M-V/def2-TZVPD) on a structure of composition C34H34N9O11PtS3.

Geometry as XYZ:
```
92
Properties=species:S:1:pos:R:3:forces:R:3
N 1.3205 0.1479 2.1266 -0.1465 0.0396 0.0198
O -4.1464 -3.1135 -1.1221 -0.0877 -0.0258 -0.0090
O -1.9969 -4.3166 -1.4896 -0.1746 0.1276 -0.0312
H 5.7403 1.0479 3.1203 0.0141 0.0041 0.0120
C 1.2526 3.2544 5.7596 -0.0109 -0.0307 -0.0183
C 1.3320 1.9790 5.2233 0.0490 -0.0439 0.0599
H -0.7647 5.6814 6.4630 -0.0206 0.0076 0.0030
C 0.5274 0.6908 -2.8221 -0.2746 0.0461 -0.0202
C 0.3938 1.5768 4.2848 0.0833 -0.0887 0.0083
H 2.0947 1.2893 5.5570 0.0110 -0.0014 0.0053
C -4.0593 -2.1559 -3.9085 -0.0486 0.0329 0.0120
C 4.2027 0.3591 0.2091 0.0808 -0.0026 0.0000
C 0.2186 2.1183 -2.4655 0.0534 0.0509 0.0433
H 2.2090 -4.7122 2.4926 0.0178 0.0151 -0.0096
C 4.9500 0.8023 2.4236 0.0108 -0.0120 -0.0089
H 3.4271 0.7075 3.9423 0.0048 -0.0007 0.0111
C 0.9803 -3.1938 -0.8294 0.1084 0.0252 -0.1232
C 1.0723 -4.7233 -0.6995 0.0518 -0.1176 -0.0938
H 2.1900 -2.3847 2.1766 0.0038 -0.0388 -0.0146
H -0.1700 -4.9123 2.4377 -0.0475 0.0109 -0.0273
C -0.7098 3.6902 4.4589 0.0269 0.0269 0.0202
N 0.9598 -2.5704 0.4999 -0.0253 0.1786 0.0469
H 0.2060 -5.2177 -1.1369 0.0236 0.0259 -0.0068
N 1.0794 -5.0568 0.7627 0.0186 -0.0642 0.0198
C -4.0873 -1.7433 -5.2185 0.0260 -0.0195 -0.0073
H -1.0945 -2.7210 0.7861 -0.1117 0.0232 0.0024
C -2.9714 -1.9398 -6.0531 0.0053 -0.0165 0.1294
C -0.6413 2.4232 3.9166 -0.0495 -0.0129 -0.0906
N -0.4744 4.6682 0.2458 -0.0701 0.0368 -0.0957
H -4.2978 1.6620 0.9044 -0.0251 0.0227 0.0116
H -4.9708 -1.2607 -5.6147 -0.0166 0.0070 -0.0079
O -0.7562 3.9537 1.1950 -0.0947 0.0968 -0.0032
H -1.6476 1.9038 0.9380 0.0070 0.0422 -0.0178
N -1.9114 -1.9195 -1.1381 -0.0507 0.1484 -0.0091
O 1.0130 -0.0964 -1.8726 0.2094 -0.0217 0.2031
C 5.2364 0.6815 1.0656 -0.0115 -0.0077 0.0049
C 0.1854 2.6678 -1.1352 -0.1039 -0.0523 -0.4506
Pt 0.6843 -0.1299 0.1225 0.2161 0.1205 -0.3247
C -0.1923 -3.0358 1.2875 -0.0004 -0.0096 0.1036
H 1.9830 3.5704 6.4925 0.0254 0.0041 0.0198
H -1.5050 4.3593 4.1585 -0.0277 -0.0014 -0.0340
C -2.4022 -0.9048 -0.5241 0.1239 0.1125 0.0059
C -3.5924 0.9516 0.5057 -0.1032 -0.0821 -0.0596
C -0.1837 -4.5685 1.4040 -0.0353 -0.0876 0.0834
C -1.8357 -2.5871 -5.5310 -0.0451 -0.0056 0.0178
H 4.3488 0.2463 -0.8577 0.0155 0.0052 -0.0140
C -2.2056 1.0731 0.5246 0.1263 -0.2093 0.0136
C -0.3322 4.2626 -3.4139 0.0198 -0.0608 0.0563
C -0.4262 4.8331 -2.1600 -0.0939 -0.0516 0.0563
N 2.9652 0.1715 0.6558 -0.1473 -0.0521 0.0566
C -2.9229 -2.7863 -3.4038 -0.0292 -0.0447 0.0730
H 0.0057 2.4827 -4.5528 -0.0075 0.0024 -0.0051
O -0.5139 4.5462 -5.6811 -0.0344 0.0610 0.0113
N -0.5881 5.0870 -4.5952 0.0564 -0.0169 0.0190
C -0.0366 2.9226 -3.5673 0.0249 0.0517 0.1581
H 0.9932 5.7272 6.6067 0.0171 0.0104 0.0202
H 1.8296 -2.7915 -1.3822 -0.0172 -0.0126 0.0292
O -0.8550 6.2574 -4.4115 -0.0166 -0.0076 -0.0635
C -0.2144 4.0410 -1.0530 -0.0254 -0.0839 -0.1253
H 6.2345 0.8367 0.6855 0.0164 0.0035 -0.0130
H -4.9179 -2.0036 -3.2691 -0.0207 0.0006 0.0110
H -0.1598 -2.5553 2.2640 0.0020 -0.0292 -0.0267
S -4.0947 -0.5013 -0.2021 -0.1057 0.1208 0.0279
S -2.8427 -3.1675 -1.7215 0.2268 -0.1766 -0.1179
C 2.1891 -2.9100 1.2208 0.1299 0.0931 0.0500
C 2.2642 -4.4379 1.4403 0.0566 -0.0189 0.0198
C 2.6742 0.3211 1.9594 0.1126 0.0693 -0.0517
H 3.1570 -4.8826 1.0031 -0.0078 0.0183 0.0185
H 0.2095 6.2541 5.1153 -0.0079 0.0318 -0.0144
H 3.0406 -2.5601 0.6378 -0.0285 -0.0174 0.0241
C 0.2440 4.1320 5.3750 -0.0031 -0.0663 -0.0417
H -3.7869 -1.0369 -7.7115 0.0117 0.0110 0.0014
H -2.1868 -1.6238 -7.9276 -0.0003 0.0165 0.0068
O -0.4569 5.8806 0.2923 0.1138 -0.0348 0.1155
O 0.3622 0.2586 -3.9411 0.0064 0.0234 0.1570
C 3.6642 0.6211 2.8949 -0.0281 -0.0319 -0.0545
H -1.3886 2.0778 3.2185 -0.0198 0.0259 -0.0467
H 0.0742 -2.9069 -1.3490 0.0050 -0.0286 -0.0385
H -1.0146 -5.0250 0.8685 0.0059 0.0016 -0.0029
O 0.4827 2.0384 -0.0612 0.2507 -0.1852 0.1739
N -2.9892 -1.5148 -7.3357 -0.0193 0.0010 -0.1368
H 1.9893 -5.1343 -1.1217 -0.0372 0.0153 -0.0084
H -0.9728 -2.7425 -6.1641 0.0194 -0.0010 -0.0052
S 0.5237 -0.0083 3.5324 -0.1744 -0.0299 0.0330
H 1.1292 -6.0685 0.8657 -0.0002 0.0129 0.0015
H -0.6954 5.8721 -2.0409 0.0153 -0.0071 -0.0127
C -1.8152 -3.0031 -4.2245 0.0882 0.0237 0.0420
O -0.7952 -0.4300 3.1204 0.0651 0.0725 0.1284
C 0.1704 5.5251 5.9246 0.0093 0.0140 0.0364
O 1.3056 -0.8641 4.3911 -0.0397 0.0430 -0.0534
H -0.9359 -3.4905 -3.8260 0.0146 -0.0093 -0.0018
N -1.5567 0.0543 -0.0213 -0.1351 -0.0155 0.1133
```
Positions in Å, forces in eV/Å.

Output
Maximum force in eV/A: 0.47
Energy above the lowest of the compared OMol25 structures with the same formula, charge and spin in kcal/mol: 0.2
Total charge: +1
Molecular weight in g/mol: 1035.98
<S²>: 6.033
Multiplicity: 5
LUMO level (alpha / beta) in eV: -2.63 / -5.44
E_tot in eV: -107480.88585

=====

ORCA calculation (wB97M-V/def2-TZVPD) on a structure of composition C34H35AsO3PPtSSiTe.

Geometry as XYZ:
```
78
Properties=species:S:1:pos:R:3:forces:R:3
As -0.7104 -1.2214 -1.3385 -0.0118 0.0403 -0.1140
C -1.1782 -0.0515 5.4668 0.0198 -0.0276 0.0491
Pt -0.2679 -0.1312 0.8355 0.1739 -0.1909 0.1818
C 2.4349 2.7296 -3.4190 0.0106 0.0068 -0.0144
C 2.8990 -4.2915 -1.1577 0.0201 -0.0079 0.0471
H -1.4395 -4.0737 -2.1687 0.0082 -0.0081 0.0021
C -2.2328 -3.7290 -1.5156 0.0207 0.0238 0.0109
C -2.1882 -0.9908 -5.3075 0.0163 0.0203 -0.0430
H 1.1113 3.9153 -4.6252 0.0031 -0.0001 0.0013
H -1.2476 -0.1526 -7.0463 -0.0028 -0.0002 -0.0028
C 0.0213 -0.0548 -5.3154 0.0039 0.0060 0.0082
H -1.3413 0.9758 5.8058 0.0046 -0.0024 -0.0015
C 0.1454 3.1784 -2.8556 -0.0300 0.0022 0.0230
S 1.1243 -1.8602 1.4925 -0.0421 0.1006 -0.0954
C 2.4743 3.1740 1.3537 0.0244 -0.0060 0.0097
C 0.2823 2.4179 -1.7026 -0.0184 0.0195 0.0222
C 1.2210 3.3327 -3.7183 0.0262 0.0095 -0.0256
C 2.2330 -4.0853 -2.3579 -0.0265 0.0126 -0.0352
H -3.1465 -1.0302 0.3293 0.0073 -0.0346 0.0106
H 0.3542 -1.5574 5.4834 0.0018 -0.0054 -0.0040
H 2.2509 3.6189 0.3898 -0.0101 0.0085 0.0146
Si 1.7195 0.6820 0.1294 -0.1237 0.0452 -0.0095
H -1.9696 -0.6748 5.8910 0.0052 0.0169 -0.0114
H 3.7183 -4.9984 -1.1024 0.0027 0.0029 0.0064
H -0.8075 3.6386 -3.0880 0.0034 0.0011 -0.0002
O -1.2604 -0.1072 4.0441 0.0045 0.0168 -0.0571
C 2.5631 1.9687 -2.2639 -0.0374 0.0192 -0.0079
C 2.6442 1.2564 2.7771 0.0292 -0.0398 -0.0064
C -1.1474 -0.3800 -5.9922 -0.0158 -0.0104 0.0200
C -0.9646 2.8023 2.9983 -0.0375 0.0692 0.0140
H 1.0587 -0.0645 -3.4465 -0.0292 -0.0215 0.0049
H -0.5740 2.2865 -1.0482 0.0406 -0.0081 -0.0324
C 2.3502 1.7936 1.5192 -0.0378 0.0158 0.0471
P -2.4418 0.6544 3.2596 -0.0369 0.0341 0.0910
H 0.3031 -0.5508 6.9439 0.0019 0.0034 0.0019
C -4.2993 -4.1359 -0.3549 0.0083 -0.0450 -0.0132
O -2.1461 2.2092 3.5768 0.0672 -0.0661 -0.0372
C 0.1462 -0.3412 -3.9647 0.0431 0.0277 -0.0028
C -0.8891 -0.9700 -3.2752 0.0368 -0.0155 0.0547
H -0.5588 3.4715 3.7599 -0.0102 -0.0152 -0.0184
C 2.8785 3.9915 2.4031 -0.0046 0.0069 0.0157
C -3.2915 -4.5695 -1.2102 -0.0181 0.0044 0.0027
H -5.1188 -4.7997 -0.1076 -0.0044 0.0005 0.0026
H -0.2100 2.0379 2.7895 -0.0296 -0.0133 0.0322
H 2.9587 5.0620 2.2547 0.0045 -0.0007 -0.0027
H -2.0807 4.3207 1.9574 0.0000 0.0193 0.0115
C 0.7998 -2.4589 -1.2691 -0.0388 0.0099 0.0478
C 3.1723 3.4381 3.6405 -0.0245 0.0035 -0.0071
H 0.6750 -3.0051 -3.3366 -0.0118 -0.0088 -0.0196
Te -4.5700 0.1187 4.0783 -0.0040 0.0059 -0.0052
C 2.5288 -3.5829 -0.0302 0.0565 -0.0469 -0.0089
H 3.2786 2.8434 -4.0896 -0.0014 0.0017 -0.0021
C 1.1929 -3.1716 -2.3999 0.0206 -0.0167 -0.0593
O -2.1547 0.3804 1.7978 -0.0856 0.0980 -0.0624
H -3.3273 -5.5677 -1.6298 0.0039 0.0005 -0.0029
C -1.3339 3.5568 1.7388 -0.0189 -0.0546 -0.0026
H -0.4524 4.0329 1.3065 0.0405 0.0047 0.0000
H 3.0603 -3.7296 0.9025 0.0020 0.0021 -0.0025
H -2.8809 -1.7591 -3.4326 0.0089 -0.0042 0.0098
H 0.9661 0.1000 5.4303 0.0037 -0.0050 0.0065
H 3.2835 1.6268 4.7889 -0.0046 0.0014 0.0000
H 2.5206 -4.6267 -3.2504 -0.0079 0.0032 -0.0045
C 3.0585 2.0650 3.8235 0.0015 0.0190 0.0254
C 0.1968 -0.5456 5.8573 0.0001 0.0117 0.0003
C -2.1818 -2.4467 -0.9739 0.0095 0.0022 -0.0089
C -3.1905 -2.0168 -0.1189 0.0065 0.0430 -0.0320
H 2.5371 0.1881 2.9340 -0.0100 0.0165 0.0036
H 0.8369 0.4348 -5.8336 -0.0070 -0.0016 -0.0064
C 1.4802 -2.6575 -0.0543 0.0041 -0.0078 0.0599
C 1.4913 1.7951 -1.3847 0.0020 -0.0603 -0.0617
H 3.5107 1.4854 -2.0494 0.0116 -0.0096 0.0020
H 2.8227 -0.2154 -0.2871 0.0482 -0.0377 -0.0295
C -2.0604 -1.2826 -3.9554 -0.0539 -0.0266 0.0042
H -1.7552 2.8627 1.0106 0.0038 0.0229 -0.0080
H -3.1060 -1.2431 -5.8246 0.0006 0.0019 -0.0063
H 3.4801 4.0731 4.4626 0.0081 0.0010 -0.0056
C -4.2472 -2.8646 0.1920 -0.0199 0.0172 0.0206
H -5.0125 -2.5240 0.8778 -0.0049 -0.0013 0.0051
```
Positions in Å, forces in eV/Å.

Output
Maximum force in eV/A: 0.32
Energy above the lowest of the compared OMol25 structures with the same formula, charge and spin in kcal/mol: 0.0
Total charge: -1
Molecular weight in g/mol: 980.38
Multiplicity: 1
LUMO level in eV: 2.41
E_tot in eV: -141354.72237